The following is a quantum chemistry calculation of a structure of composition C47H34N6O7P2Se2Ti in a non-equilibrium geometry, from the OMol25 dataset.

E_HOMO   -8.0 eV
E   -244952.0649 eV
Energy relative to the best compared isomer or geometry (same formula, charge and spin)   25.0 kcal per mole

```
99
Properties=species:S:1:pos:R:3:mulliken_charge:R:1
Ti 0.603 0.802 2.025 -0.508
O 4.624 -0.502 0.810 -0.720
C 4.930 -0.958 2.042 0.551
C 6.074 -1.754 2.119 -0.679
C 6.479 -2.277 3.327 -0.313
C 5.760 -2.021 4.497 -0.850
C 4.634 -1.231 4.431 -0.529
C 4.200 -0.684 3.213 0.065
C 2.983 0.141 3.171 1.394
O 2.480 0.477 1.977 -0.895
N 2.390 0.505 4.267 -1.109
N 1.259 1.221 3.912 0.618
C 0.606 1.890 4.792 -0.300
C -0.368 2.894 4.405 0.274
C -1.058 3.624 5.383 -0.806
C -1.821 4.716 5.037 -0.714
C -1.865 5.120 3.697 -0.607
C -1.184 4.422 2.723 -0.445
C -0.471 3.280 3.062 0.890
O 0.120 2.556 2.108 -0.052
H 3.805 0.014 0.830 0.394
H 6.624 -1.946 1.204 0.444
H 7.369 -2.898 3.364 0.384
H 6.081 -2.440 5.444 0.406
H 4.056 -1.012 5.318 0.454
H 0.893 1.780 5.833 0.481
H -0.968 3.320 6.423 0.408
H -2.364 5.270 5.794 0.397
H -2.440 5.996 3.416 0.416
H -1.214 4.728 1.686 0.474
Se -2.851 1.846 -3.766 -0.168
P -0.805 1.387 -3.647 1.435
C 0.223 2.666 -4.416 0.649
C 0.297 3.912 -3.795 -0.275
C 1.004 4.943 -4.388 -0.736
C 1.634 4.740 -5.614 -0.498
C 1.552 3.507 -6.240 -0.732
C 0.847 2.466 -5.642 -0.549
C -0.373 -0.194 -4.439 0.106
C 0.925 -0.713 -4.347 -0.407
C 1.232 -1.918 -4.965 -0.869
C 0.254 -2.609 -5.671 -0.470
C -1.031 -2.095 -5.766 -0.558
C -1.346 -0.885 -5.151 -0.484
C -0.052 1.225 -1.995 0.539
C -0.422 0.902 -0.698 -0.587
N 0.734 1.035 0.024 1.718
N 1.745 1.391 -0.761 -1.557
N 1.288 1.505 -1.974 -0.203
P -1.994 0.432 0.139 1.865
Se -2.028 0.480 2.320 -0.416
C -2.623 -1.142 -0.494 0.425
C -2.525 -1.452 -1.847 0.075
C -3.005 -2.664 -2.321 -0.577
C -3.587 -3.571 -1.447 -0.715
C -3.691 -3.263 -0.095 -0.700
C -3.205 -2.052 0.384 -1.046
C -3.137 1.729 -0.386 0.311
C -2.682 3.040 -0.510 0.134
C -3.570 4.049 -0.847 -1.021
C -4.911 3.752 -1.063 -0.630
C -5.365 2.446 -0.934 -0.745
C -4.479 1.434 -0.594 -0.851
H -0.205 4.071 -2.845 0.236
H 1.067 5.908 -3.898 0.401
H 2.189 5.547 -6.077 0.376
H 2.039 3.349 -7.196 0.389
H 0.786 1.504 -6.135 0.353
H 1.686 -0.175 -3.796 0.498
H 2.237 -2.320 -4.893 0.417
H 0.497 -3.551 -6.149 0.396
H -1.793 -2.633 -6.321 0.442
H -2.345 -0.468 -5.215 0.408
H -2.091 -0.755 -2.542 -0.003
H -2.917 -2.896 -3.377 0.476
H -3.961 -4.520 -1.818 0.410
H -4.139 -3.970 0.593 0.441
H -3.260 -1.823 1.439 0.372
H -1.637 3.267 -0.354 0.759
H -3.214 5.068 -0.959 0.472
H -5.602 4.540 -1.343 0.408
H -6.409 2.214 -1.111 0.428
H -4.829 0.411 -0.513 0.391
O -0.045 -1.453 0.735 -0.625
C 0.317 -1.847 1.841 1.195
O 0.540 -1.014 2.807 -0.714
C 0.529 -3.299 2.110 0.086
C 0.936 -3.740 3.363 -0.175
C 1.128 -5.094 3.588 -0.717
C 0.905 -5.967 2.543 -0.003
C 0.505 -5.553 1.289 -0.649
C 0.314 -4.199 1.075 -0.390
N 1.109 -7.427 2.776 1.008
O 1.020 -8.167 1.815 -0.603
O 1.481 -7.772 3.881 -0.608
H 1.106 -3.017 4.152 0.541
H 1.443 -5.475 4.549 0.502
H 0.348 -6.281 0.509 0.503
H -0.006 -3.825 0.109 0.594
```